Entry from OMol25: 5 unconnected molecules or ions with the total composition C20H26Cl4O10 at a distorted geometry (ωB97M-V/def2-TZVPD).

Geometry as XYZ:
```
60
Properties=species:S:1:pos:R:3:forces:R:3:nbo_charge:R:1
O 29.139 4.347 -0.650 -3.2 -0.1 -0.3 -0.5245
C 27.935 4.023 -0.819 1.8 -0.6 2.1 0.4585
C 27.497 3.096 -1.805 -1.1 -1.2 -1.5 -0.3878
C 26.283 2.437 -1.822 1.1 0.2 -1.2 0.3300
O 26.015 1.494 -2.744 0.9 0.7 0.2 -0.6274
C 25.161 2.771 -0.895 -0.5 0.6 0.8 0.4699
O 24.016 2.318 -1.028 2.2 0.6 0.0 -0.5210
C 25.617 3.684 0.164 0.5 1.6 0.3 -0.4004
C 26.862 4.272 0.246 0.0 -0.5 0.3 0.3376
O 27.250 4.992 1.325 -1.4 -0.4 -0.6 -0.6412
H 28.237 2.905 -2.568 -0.1 -0.4 -0.2 0.2457
H 25.078 1.289 -2.732 -0.6 -0.1 0.3 0.5070
H 24.891 4.076 0.861 -0.2 -0.5 0.3 0.2422
H 28.205 5.089 1.357 0.5 0.1 -0.5 0.5109
O 14.727 7.487 -7.519 -0.5 -0.8 1.6 -0.5089
C 13.915 7.580 -6.598 -0.4 1.9 -1.8 0.4670
C 13.092 8.791 -6.459 -1.3 0.7 0.6 -0.3481
C 12.019 8.935 -5.639 0.4 1.4 0.1 0.2775
O 11.387 10.158 -5.587 0.7 -1.2 -0.3 -0.6490
C 11.593 7.868 -4.672 2.1 -1.7 -0.5 0.4946
O 10.750 7.942 -3.809 0.1 0.6 -0.7 -0.4972
C 12.454 6.622 -4.890 -1.9 1.0 1.2 -0.3488
C 13.500 6.506 -5.697 -1.0 -0.2 0.2 0.2596
O 14.000 5.306 -5.876 1.1 -1.0 -0.3 -0.6241
H 13.250 9.670 -7.067 0.6 -0.1 -0.2 0.2455
H 10.924 10.206 -4.747 -0.5 -0.1 0.3 0.4978
H 12.071 5.738 -4.402 0.1 -0.1 0.2 0.2363
H 14.637 5.397 -6.588 0.6 -0.3 -0.4 0.4977
C 29.059 -0.758 3.351 0.9 -0.1 -0.1 -0.2443
O 27.722 -1.035 3.060 -0.8 0.4 1.4 -0.5413
C 26.801 -0.873 4.184 -0.4 -1.6 -0.8 -0.0884
C 25.775 -1.951 3.875 -1.1 0.6 -1.4 -0.0684
O 24.674 -1.980 4.748 0.7 -0.4 1.1 -0.5384
C 23.667 -2.867 4.347 -0.7 0.1 0.4 -0.2471
H 29.197 0.195 3.861 0.0 0.3 -0.3 0.1661
H 29.621 -0.833 2.420 -0.2 0.6 -0.2 0.1908
H 29.590 -1.500 3.948 -0.5 -0.4 0.6 0.1602
H 26.254 0.070 4.179 0.6 0.4 0.1 0.1837
H 27.204 -1.131 5.163 0.6 0.5 0.0 0.1785
H 26.264 -2.906 3.681 0.0 -0.3 0.4 0.1703
H 25.303 -1.635 2.945 0.4 -0.2 -0.8 0.1570
H 23.934 -3.919 4.248 0.7 -0.1 0.0 0.1660
H 23.209 -2.562 3.406 0.0 0.2 -0.2 0.1630
H 22.917 -2.837 5.138 -0.1 0.1 -0.1 0.1929
Cl 9.497 0.568 6.752 -0.1 -0.5 0.6 -0.0386
C 10.555 0.993 5.422 -0.5 1.4 -1.5 -0.4040
C 9.758 2.043 4.560 1.1 -0.3 0.2 -0.3539
Cl 10.907 3.178 3.702 -0.5 -0.6 0.3 -0.0927
H 10.725 0.133 4.775 0.2 -0.1 0.4 0.2193
H 11.497 1.413 5.775 -0.2 -0.1 0.1 0.2279
H 9.106 2.671 5.168 0.1 -0.2 -0.1 0.2250
H 9.210 1.488 3.799 -0.1 0.4 0.1 0.2169
Cl 14.276 -1.809 -1.106 0.6 1.3 0.1 -0.0459
C 15.036 -0.181 -0.849 -0.5 1.4 -0.2 -0.3944
C 16.248 -0.133 0.025 0.4 -0.9 -0.2 -0.3923
Cl 15.751 -0.685 1.632 0.3 0.0 0.6 -0.0572
H 14.364 0.539 -0.383 -0.8 -0.8 0.3 0.2192
H 15.217 0.400 -1.753 0.3 -1.0 -0.7 0.2233
H 16.651 0.878 0.093 -0.2 0.0 0.0 0.2277
H 17.046 -0.787 -0.327 -0.1 0.0 0.1 0.2198
```
Positions in Å, forces in eV/Å.

frontier orbital gap = 7.64 eV
electronic energy = -91721.703 eV
net charge = 0

Entry from OMol25: a single H5N5O molecule at a distorted geometry (ωB97M-V/def2-TZVPD).

Geometry as XYZ:
```
11
Properties=species:S:1:pos:R:3:forces:R:3:nbo_charge:R:1
N -2.199 -0.605 -0.266 -0.3 0.1 0.2 -0.6229
N -0.863 -0.675 -0.456 1.8 0.3 0.8 -0.0797
N -0.176 -0.118 0.447 -3.8 -0.8 -0.8 -0.1346
N 1.141 -0.144 0.317 1.7 1.9 0.7 0.1338
N 1.531 1.343 0.458 0.9 -1.8 -0.8 -0.6845
O 1.652 -0.774 -0.808 -0.1 0.8 0.0 -0.5376
H -2.680 -1.350 -0.751 0.2 0.1 0.1 0.3761
H -2.513 -0.450 0.690 0.2 0.0 -0.1 0.3624
H 0.757 1.932 0.751 -0.3 -0.7 -0.1 0.3673
H 2.222 1.343 1.205 -0.1 -0.1 -0.2 0.3613
H 1.128 -0.503 -1.586 -0.1 0.1 0.2 0.4586
```
Positions in Å, forces in eV/Å.

frontier orbital gap = 9.69 eV
electronic energy = -9574.277 eV
net charge = 0
relative energy (zero: lowest compared OMol25 entry of this formula, charge and spin) = 0.261 eV

Entry from OMol25: 2 unconnected molecules or ions with the total composition C5H11ClN3O at a distorted geometry (ωB97M-V/def2-TZVPD).

Geometry as XYZ:
```
21
Properties=species:S:1:pos:R:3:forces:R:3:nbo_charge:R:1
C -1.026 -2.075 1.824 -1.5 -0.8 0.5 0.2663
C 0.741 -0.979 1.541 0.6 -1.1 0.4 0.7192
C -1.074 0.742 -1.204 4.0 2.3 -2.4 -0.6404
C 1.386 -0.119 -1.366 0.2 -0.6 1.2 -0.6168
C 0.228 0.383 -0.492 0.0 1.7 1.5 -0.0415
N -1.230 -1.271 0.733 -0.1 -1.3 0.7 -0.3377
N -0.048 -0.660 0.493 1.5 -0.3 1.9 -0.1736
N 0.146 -1.874 2.354 0.4 0.3 -0.2 -0.4576
O 1.962 -0.507 1.716 -1.4 1.4 -1.6 -0.6420
Cl -0.705 1.400 3.071 0.0 0.1 0.3 -0.2954
H -1.765 -2.814 2.306 1.0 1.5 -1.3 0.2705
H -1.314 0.248 -2.120 0.5 -0.8 -0.8 0.2307
H -1.869 0.595 -0.637 -3.6 0.1 2.9 0.2089
H -0.934 1.816 -1.482 -0.6 -0.8 0.3 0.2592
H 0.944 -0.692 -2.214 0.6 0.6 0.4 0.2293
H 1.962 -0.892 -0.676 -0.5 2.0 -1.9 0.2262
H 1.939 0.814 -1.668 0.0 -1.5 0.0 0.2550
H 0.523 1.299 0.264 -0.4 -2.0 -2.3 0.2425
H -1.794 -1.473 -0.079 -0.4 -0.1 0.1 0.4474
H -0.409 1.448 4.329 -0.1 0.0 -0.3 0.3018
H 2.629 -0.985 2.201 -0.2 -0.9 0.7 0.5481
```
Positions in Å, forces in eV/Å.

frontier orbital gap = 11.06 eV
electronic energy = -24395.835 eV
net charge = +1
relative energy (zero: lowest compared OMol25 entry of this formula, charge and spin) = 0.385 eV

Entry from OMol25: a single C9H15BrO2 molecule at a distorted geometry (ωB97M-V/def2-TZVPD).

Geometry as XYZ:
```
27
Properties=species:S:1:pos:R:3:forces:R:3:nbo_charge:R:1
C -1.696 1.129 1.452 -0.1 -0.1 0.0 -0.4462
C -0.246 1.464 -0.679 -0.2 0.2 0.4 -0.0487
C -1.642 1.380 -0.049 -0.2 -0.1 -0.1 -0.1737
C -1.961 0.036 0.493 2.1 -0.7 -1.0 -0.2909
C 0.097 -0.882 -0.794 -2.7 1.0 1.0 0.8001
C -2.669 2.275 -0.706 0.1 -0.1 0.3 -0.6066
C 3.381 -1.811 0.948 0.0 0.1 -0.2 -0.6010
C 1.018 -1.176 0.340 0.3 -0.1 -0.5 -0.5045
C 2.445 -1.424 -0.186 -0.1 0.0 0.1 -0.3915
O 0.032 0.289 -1.441 0.4 -1.2 -0.2 -0.5087
O -0.303 -1.942 -1.500 0.6 0.5 0.1 -0.6542
Br -3.640 -0.836 0.293 0.0 0.2 0.0 -0.0035
H -0.757 1.120 1.995 0.2 0.0 0.1 0.1921
H -2.504 1.569 2.024 -0.2 0.1 -0.1 0.2097
H -0.184 2.281 -1.397 0.1 -0.1 0.0 0.2046
H 0.523 1.602 0.089 0.0 -0.1 -0.1 0.1755
H -2.424 3.326 -0.553 0.0 0.1 -0.1 0.2038
H -3.655 2.085 -0.287 -0.1 0.0 0.0 0.2247
H -2.711 2.078 -1.777 0.0 0.0 -0.1 0.2069
H 3.387 -1.042 1.718 0.1 0.0 0.1 0.2027
H 4.397 -1.935 0.577 0.1 0.0 0.1 0.2151
H 3.063 -2.748 1.400 0.0 -0.1 0.1 0.2063
H 1.027 -0.357 1.057 -0.1 0.0 0.0 0.2285
H 0.657 -2.075 0.839 -0.1 0.1 0.0 0.2463
H 2.409 -2.223 -0.928 0.0 0.0 -0.1 0.2071
H 2.808 -0.520 -0.680 0.0 0.0 -0.1 0.2002
H -0.853 -1.663 -2.246 0.0 0.2 0.1 0.5059
```
Positions in Å, forces in eV/Å.

frontier orbital gap = 7.53 eV
electronic energy = -83710.394 eV
net charge = 0
relative energy (zero: lowest compared OMol25 entry of this formula, charge and spin) = 0.358 eV

Entry from OMol25: a single C4H4N2 molecule at a distorted geometry (ωB97M-V/def2-TZVPD).

Geometry as XYZ:
```
10
Properties=species:S:1:pos:R:3:forces:R:3:nbo_charge:R:1
H 1.763 0.835 -1.608 -1.7 1.5 1.8 0.3276
N 1.054 1.378 -0.947 1.5 -0.4 -2.1 -0.4780
C 0.394 0.509 -0.304 3.0 0.2 -0.1 0.3035
C 0.758 -0.911 -0.293 -7.2 -0.1 2.4 -0.2405
C -0.472 -1.381 0.343 5.4 -2.0 -1.2 -0.2527
C -1.297 -0.261 0.776 3.6 0.7 -0.7 0.0771
N -0.621 0.862 0.565 -3.7 -0.8 0.2 -0.3933
H 1.543 -1.315 -0.854 0.9 -0.9 -0.3 0.2255
H -0.438 -2.425 0.724 -1.1 0.7 -0.5 0.2224
H -2.199 -0.512 1.276 -0.8 0.9 0.6 0.2086
```
Positions in Å, forces in eV/Å.

frontier orbital gap = 8.41 eV
electronic energy = -7190.010 eV
net charge = 0
relative energy (zero: lowest compared OMol25 entry of this formula, charge and spin) = 2.679 eV

Entry from OMol25: a single ClH3NO2P molecule at a distorted geometry (ωB97M-V/def2-TZVPD).

Geometry as XYZ:
```
8
Properties=species:S:1:pos:R:3:forces:R:3:nbo_charge:R:1
N -0.456 -1.213 -1.093 -0.2 -1.1 -0.7 -0.5357
O -0.536 -0.076 -0.253 0.3 0.4 0.5 -0.6866
P 0.865 0.768 0.013 -0.7 -1.2 0.6 1.3677
O 0.165 1.813 1.029 0.2 -0.2 0.1 -0.9747
Cl 1.521 -0.462 1.582 0.4 0.0 -0.3 -0.3731
H -0.049 -2.046 -0.595 -0.6 1.3 0.0 0.3487
H -1.462 -1.397 -1.245 0.9 -0.1 0.0 0.3575
H -0.047 2.612 0.563 -0.2 0.9 -0.3 0.4963
```
Positions in Å, forces in eV/Å.

frontier orbital gap = 10.14 eV
electronic energy = -27444.937 eV
net charge = 0
relative energy (zero: lowest compared OMol25 entry of this formula, charge and spin) = 1.910 eV

Entry from OMol25: a gas-phase ion, C2N4O3S (charge -2) at a distorted geometry (ωB97M-V/def2-TZVPD).

Geometry as XYZ:
```
10
Properties=species:S:1:pos:R:3:forces:R:3:nbo_charge:R:1
C -0.642 0.370 0.620 1.5 -0.4 -3.3 0.1404
C 0.395 0.219 -0.940 -2.0 0.4 3.4 0.3611
N -0.307 0.094 1.894 1.7 -0.5 -1.6 -0.4124
N -1.943 0.650 0.433 1.2 -0.3 2.9 -0.4063
N -1.415 0.174 2.556 -1.7 1.0 0.2 -0.1825
N -2.387 0.552 1.755 -0.9 -0.2 -1.0 -0.2359
O 2.708 -0.071 -2.150 0.7 1.2 -0.7 -1.0581
O -0.105 0.667 -1.905 -0.2 0.3 -0.8 -0.5587
O 1.614 -2.021 -1.316 -0.1 0.2 0.8 -1.0629
S 2.082 -0.633 -0.947 -0.3 -1.7 0.1 1.4152
```
Positions in Å, forces in eV/Å.

frontier orbital gap = 6.58 eV
electronic energy = -25009.294 eV
net charge = -2
relative energy (zero: lowest compared OMol25 entry of this formula, charge and spin) = 0.823 eV